P.
C3H13NO3 | ωB97M-V with the def2-TZVPD basis set

Summary:
E_HOMO	-9.245	eV
HOMO-LUMO gap	9.94	eV

ORCA input file:
```
! wB97M-V def2-TZVPD RIJCOSX def2/J DEFGRID3
* xyz 0 1
C 0.89 0.03 0.86
C 0.18 -0.24 -0.24
C -1.17 -0.83 -0.35
N -2.05 0.11 -1.11
H 1.63 0.76 1.11
H 0.38 -0.37 1.75
H 0.72 -0.18 -1.18
H -1.25 -1.76 -0.90
H -1.70 -0.95 0.60
H -2.05 -0.06 -2.09
H -2.97 0.19 -0.74
O -2.48 -4.51 0.69
H -3.14 -5.16 0.88
H -2.79 -4.09 -0.11
O 4.02 2.61 3.01
H 4.07 3.35 3.61
H 4.71 2.62 2.33
O 0.52 2.68 -2.79
H 0.72 2.29 -3.64
H -0.38 2.30 -2.65
*
```

Q.
C3H13NO3 | ωB97M-V with the def2-TZVPD basis set

Summary:
E_HOMO	-7.876	eV
HOMO-LUMO gap	8.68	eV

ORCA input file:
```
! wB97M-V def2-TZVPD RIJCOSX def2/J DEFGRID3
* xyz 0 1
C -1.95 -2.03 -0.58
C -0.52 -1.63 -0.54
C 0.26 -1.71 0.64
N 1.44 -0.92 0.85
H -2.34 -2.33 -1.63
H -2.19 -2.81 0.18
H -2.59 -1.10 -0.43
H -0.08 -0.96 -1.30
H -0.24 -2.07 1.50
H 2.10 -1.30 1.46
H 2.01 -0.54 -0.02
O 2.43 1.25 -1.09
H 2.08 1.97 -0.57
H 3.10 1.50 -1.78
O -1.45 1.49 0.72
H -1.28 0.75 0.09
H -1.71 0.93 1.44
O 0.77 3.11 0.37
H 0.21 3.88 0.17
H -0.06 2.52 0.52
*
```

It turns out Q is the most stable, with the second structure 14.4 kcal/mol higher.

P.
C3H13NO3 | ωB97M-V with the def2-TZVPD basis set

Summary:
E_HOMO	-10.071	eV
HOMO-LUMO gap	10.68	eV

ORCA input file:
```
! wB97M-V def2-TZVPD RIJCOSX def2/J DEFGRID3
* xyz 0 1
C -0.27 1.64 1.75
N -0.54 0.87 0.79
C -1.33 -0.33 0.92
C -2.68 -0.01 0.52
H -0.53 1.60 2.90
H 0.50 2.43 1.56
H -0.93 -1.30 0.69
H -1.55 -0.73 1.99
H -3.57 -0.40 1.17
H -2.98 1.02 0.58
H -2.88 -0.29 -0.51
O 4.08 -2.66 -0.27
H 4.35 -2.87 -1.13
H 3.90 -1.73 -0.52
O -0.77 1.44 -2.34
H -1.68 1.22 -2.11
H -0.31 1.07 -1.47
O 2.72 -0.43 -1.22
H 1.79 -0.20 -1.12
H 2.68 -0.35 -2.18
*
```

Q.
C3H13NO3 | ωB97M-V with the def2-TZVPD basis set

Summary:
E_HOMO	-9.276	eV
HOMO-LUMO gap	10.06	eV

ORCA input file:
```
! wB97M-V def2-TZVPD RIJCOSX def2/J DEFGRID3
* xyz 0 1
C -0.27 -0.64 2.26
N -0.33 -0.07 0.85
C 0.23 1.33 0.74
C 0.05 1.97 -0.68
O 0.98 1.30 -1.52
H 0.67 -0.87 2.66
H -0.96 -0.24 3.04
H -0.61 -1.61 2.36
H -1.29 -0.18 0.46
H 1.35 1.16 0.80
H -0.26 1.86 1.48
H 0.25 2.98 -0.65
H -1.06 1.80 -1.21
H 0.41 0.76 -1.99
O 0.99 -2.33 -0.73
H 0.67 -1.76 -0.01
H 1.94 -1.92 -0.89
O -0.90 -0.79 -2.37
H -0.33 -1.36 -1.82
H -1.52 -1.38 -2.79
*
```

R.
C3H13NO3 | ωB97M-V with the def2-TZVPD basis set

Summary:
E_HOMO	-8.079	eV
HOMO-LUMO gap	8.60	eV

ORCA input file:
```
! wB97M-V def2-TZVPD RIJCOSX def2/J DEFGRID3
* xyz 0 1
C -1.43 2.21 -0.08
C -0.73 1.07 -0.16
C 0.15 0.81 -1.35
N -0.96 0.00 0.72
H -1.97 2.38 0.84
H -1.58 2.91 -0.88
H 0.90 1.59 -1.39
H 0.69 -0.14 -1.24
H -0.41 0.85 -2.28
H -0.83 -0.90 0.28
H -1.78 0.14 1.28
O 4.67 -0.41 0.45
H 3.84 -0.70 0.85
H 4.45 0.51 0.24
O 1.83 0.15 2.01
H 2.02 -0.43 2.76
H 0.99 0.54 2.27
O -3.34 -3.55 -1.02
H -3.78 -3.01 -1.69
H -2.72 -4.01 -1.60
*
```

It turns out R is the most stable, with the second structure 19.3 kcal/mol higher.

P.
C4H9N2O2 | ωB97M-V with the def2-TZVPD basis set

Summary:
E_HOMO	-14.147	eV
HOMO-LUMO gap	9.04	eV

ORCA input file:
```
! wB97M-V def2-TZVPD RIJCOSX def2/J DEFGRID3
* xyz 1 1
C -0.66 0.21 -1.33
N -0.68 0.28 0.20
C -1.54 -0.75 0.80
C 0.74 0.34 0.58
C 1.69 -0.76 0.34
O 1.43 -1.75 -0.34
N 1.30 1.70 -0.26
O 2.46 1.75 -0.42
H -0.14 -0.78 -1.48
H -1.76 0.37 -1.71
H 0.00 1.01 -1.75
H -1.13 1.17 0.29
H -0.89 -1.73 0.86
H -1.92 -0.36 1.78
H -2.38 -1.09 0.17
H 0.85 0.87 1.63
H 2.63 -0.50 0.62
*
```

Q.
C4H9N2O2 | ωB97M-V with the def2-TZVPD basis set

Summary:
E_HOMO	-14.899	eV
HOMO-LUMO gap	10.93	eV

ORCA input file:
```
! wB97M-V def2-TZVPD RIJCOSX def2/J DEFGRID3
* xyz 1 1
C -0.38 -2.21 -0.19
N 0.62 -1.18 -0.23
C 0.49 0.12 -0.16
N -0.63 0.67 0.15
C -0.90 2.07 0.37
O 1.65 1.10 0.09
C 2.92 0.61 0.03
O 3.16 -0.58 -0.14
H -1.10 -2.01 0.69
H -1.11 -2.33 -1.03
H 0.19 -3.18 -0.02
H 1.53 -1.53 -0.56
H -1.45 -0.04 0.30
H -0.06 2.60 0.10
H -0.95 2.25 1.38
H -1.86 2.22 -0.16
H 3.63 1.51 0.19
*
```

It turns out Q is the most stable, with the second structure 84.6 kcal/mol higher.

P.
C4H4F2 | ωB97M-V with the def2-TZVPD basis set

Summary:
E_HOMO (spin up / spin down)	-9.601 / -9.334	eV
HOMO-LUMO gap (spin up / spin down)	9.34 / 8.99	eV

ORCA input file:
```
! wB97M-V def2-TZVPD RIJCOSX def2/J DEFGRID3
* xyz 0 1
C -2.06 0.07 0.86
C 2.00 0.59 -0.81
C -1.40 -0.51 -0.07
C 1.45 -0.34 -0.12
F -1.63 -1.56 -0.91
F 1.90 -1.03 0.90
H -3.12 -0.09 1.21
H -1.56 0.90 1.31
H 2.99 0.66 -1.06
H 1.42 1.31 -1.31
*
```

Q.
C4H4F2 | ωB97M-V with the def2-TZVPD basis set

Summary:
E_HOMO (spin up / spin down)	-8.389 / -8.398	eV
HOMO-LUMO gap (spin up / spin down)	8.61 / 8.89	eV

ORCA input file:
```
! wB97M-V def2-TZVPD RIJCOSX def2/J DEFGRID3
* xyz 0 1
C -0.69 0.61 -0.04
C -1.38 0.05 0.92
C 0.46 0.48 -0.98
C 1.27 -0.55 -0.23
F 0.85 -1.79 -0.13
F 1.80 -0.13 0.96
H -1.24 -0.88 1.29
H -2.18 0.64 1.28
H -0.03 0.12 -1.96
H 1.14 1.45 -1.11
*
```

It turns out Q is the most stable, with the second structure 45.8 kcal/mol higher.

P.
C2H4N2O2 | ωB97M-V with the def2-TZVPD basis set

Summary:
E_HOMO (spin up / spin down)	-8.836 / -9.628	eV
HOMO-LUMO gap (spin up / spin down)	7.60 / 8.29	eV

ORCA input file:
```
! wB97M-V def2-TZVPD RIJCOSX def2/J DEFGRID3
* xyz 0 1
C 0.37 1.63 0.06
C -0.40 -0.50 0.32
N -0.38 -1.73 -0.08
N 0.64 0.36 0.15
O -2.20 0.55 -0.02
O 1.78 -0.09 -0.01
H 1.25 2.22 -0.19
H -0.62 2.09 0.10
H 0.58 -2.01 -0.44
H -1.02 -2.52 0.11
*
```

Q.
C2H4N2O2 | ωB97M-V with the def2-TZVPD basis set

Summary:
E_HOMO (spin up / spin down)	-9.544 / -9.545	eV
HOMO-LUMO gap (spin up / spin down)	8.97 / 8.97	eV

ORCA input file:
```
! wB97M-V def2-TZVPD RIJCOSX def2/J DEFGRID3
* xyz 0 1
C -0.76 -1.56 0.03
N -0.68 -0.29 0.02
O -1.58 0.55 -0.12
C 0.64 0.29 0.06
N 0.84 1.56 0.03
O 1.93 -0.57 -0.05
H -1.67 -2.21 -0.15
H 0.21 -2.04 0.20
H -0.10 1.97 -0.06
H 1.76 1.73 -0.07
*
```

R.
C2H4N2O2 | ωB97M-V with the def2-TZVPD basis set

Summary:
E_HOMO	-10.217	eV
HOMO-LUMO gap	10.85	eV

ORCA input file:
```
! wB97M-V def2-TZVPD RIJCOSX def2/J DEFGRID3
* xyz 0 1
H -2.13 1.14 -0.15
N -1.79 0.61 0.64
C -0.64 0.11 0.47
O -0.08 -0.63 1.45
N 0.20 0.21 -0.63
C 1.45 -0.38 -0.79
O 2.11 -0.22 -1.79
H -0.76 -0.62 2.15
H -0.10 0.78 -1.41
H 1.75 -1.01 0.06
*
```

It turns out R is the most stable, with the second structure 118.4 kcal/mol higher.

P.
C4H8N2 | ωB97M-V with the def2-TZVPD basis set

Summary:
E_HOMO	-20.237	eV
HOMO-LUMO gap	10.81	eV

ORCA input file:
```
! wB97M-V def2-TZVPD RIJCOSX def2/J DEFGRID3
* xyz 2 1
C 1.65 1.58 1.74
C 0.34 -0.60 -0.77
C 1.55 -0.52 -1.33
C -2.14 -0.30 -0.24
N 0.77 1.29 1.11
N -0.74 -0.86 -0.21
H 2.68 1.69 2.32
H 1.77 -1.20 -2.19
H 2.42 0.05 -0.90
H -0.15 1.14 0.60
H -2.55 -0.47 0.68
H -2.83 -0.77 -0.90
H -2.10 0.71 -0.22
H -0.67 -1.72 0.29
*
```

Q.
C4H8N2 | ωB97M-V with the def2-TZVPD basis set

Summary:
E_HOMO	-21.636	eV
HOMO-LUMO gap	9.80	eV

ORCA input file:
```
! wB97M-V def2-TZVPD RIJCOSX def2/J DEFGRID3
* xyz 2 1
C -0.40 1.49 0.54
C -0.09 0.41 -0.43
N -0.19 0.78 -1.71
N 0.29 -0.91 -0.16
C 0.49 -2.16 -0.37
C 0.42 -1.82 1.04
H -0.36 1.05 1.52
H 0.51 2.13 0.72
H -1.37 1.83 0.16
H -0.53 1.65 -2.08
H -0.07 0.11 -2.49
H 0.67 -2.90 -1.18
H -0.47 -2.08 1.79
H 1.43 -1.95 1.70
*
```

It turns out Q is the most stable, with the second structure 6.6 kcal/mol higher.